Computed, not measured: a cluster of 2 separate species, C13H22N2O6PS in total at a distorted geometry, with ωB97M-V with the def2-TZVPD basis set.

XYZ file:
```
45
Properties=species:S:1:pos:R:3
C 3.4653 -3.6042 0.6565
C 2.8973 -2.1152 0.4531
C 3.8138 -0.8770 0.4930
C 3.1161 0.5214 0.2846
C 1.5994 0.7167 0.0817
C 1.0028 2.1844 -0.1183
C 0.2992 2.6826 1.2494
C 2.1107 3.2888 -0.5214
C 0.6660 -0.5539 0.0834
O -0.7288 -0.3076 -0.0689
C -1.4680 -1.5195 -0.2623
N -2.9735 -1.2344 -0.1812
P -3.5877 -1.5589 1.4947
N -2.7255 -0.8591 2.6472
S -3.4373 0.3711 -0.8436
C -3.3655 1.7150 0.4768
O -4.9189 0.2485 -1.2099
O -2.7202 0.7517 -2.1183
C 1.3457 -1.9283 0.2462
H 4.5884 -3.6975 0.4856
H 2.8720 -4.3824 0.0411
H 3.2887 -3.8615 1.7720
H 4.9445 -0.9168 0.6659
H 3.8386 1.4181 0.2947
H 0.2709 2.1475 -1.0128
H 0.3948 1.8815 2.0660
H 0.8061 3.6497 1.6246
H -0.8124 2.8619 0.9971
H 2.7127 2.9702 -1.4518
H 2.8595 3.3668 0.3418
H 1.6333 4.3228 -0.6830
H -1.2658 -1.8779 -1.3294
H -1.2754 -2.3241 0.5402
H -3.4506 -1.9512 -0.7887
H -4.9535 -1.0977 1.6647
H -3.4678 -2.9883 1.6898
H -1.9693 -0.3098 2.2062
H -3.5385 2.7458 0.0198
H -2.4134 1.6636 1.1018
H -4.2484 1.5277 1.2021
H 0.7355 -2.8875 0.2446
C 0.9894 -0.0611 -3.6751
O 0.3480 -0.4484 -4.6688
O 1.4804 1.1021 -3.5378
O 1.2412 -0.7759 -2.6530
```

**Charge**: -1
**Total energy**: -1808.58164 hartree
**HOMO-LUMO gap**: 0.091 Eh
**Multiplicity**: 1
**Lowest unoccupied orbital energy**: 0.0350 hartree



Computed, not measured: a cluster of 2 separate species, C8H16O4 in total at a distorted geometry, with ωB97M-V with the def2-TZVPD basis set.

XYZ file:
```
28
Properties=species:S:1:pos:R:3
C -0.0311 -0.5698 1.3908
C -1.2048 -1.0229 2.3709
O -0.8021 -2.2003 3.0123
C -1.2980 -3.3729 2.5998
C -0.7819 -4.5227 3.4282
O -1.9629 -3.6280 1.6082
H 0.9048 -0.4491 1.9618
H -0.3035 0.4047 0.9517
H 0.1463 -1.2873 0.5720
H -1.3183 -0.1850 3.0854
H -2.1816 -1.1750 1.8726
H -1.6387 -5.0794 3.8435
H -0.2239 -4.0629 4.2612
H -0.1174 -5.2346 2.9103
C 2.3969 1.3791 -0.9461
C 1.6599 2.6463 -1.5963
O 0.8737 2.2857 -2.7352
C -0.1701 3.0405 -3.1115
C -1.0224 2.3789 -4.1678
O -0.3307 4.2087 -2.7515
H 2.8048 1.6549 0.0409
H 3.2336 1.0912 -1.6046
H 1.7319 0.5080 -0.8210
H 0.9331 3.1904 -0.9628
H 2.4334 3.3697 -1.9184
H -0.5617 2.4654 -5.1662
H -2.0159 2.8571 -4.1961
H -1.1532 1.3094 -3.9321
```

**Charge**: 0
**Total energy**: -615.37969 hartree
**Structure (SMILES)**: CCOC(C)=O.CCOC(C)=O
**HOMO-LUMO gap**: 0.405 Eh
**Multiplicity**: 1
**Lowest unoccupied orbital energy**: 0.0251 hartree
**Relative energy (zero: lowest compared OMol25 entry of this formula, charge and spin)**: 65.97 kJ/mol



Computed, not measured: a structure of composition C2FN3 at a distorted geometry, with ωB97M-V with the def2-TZVPD basis set.

XYZ file:
```
6
Properties=species:S:1:pos:R:3
C -0.0487 0.6928 0.9370
C -0.0625 -0.0383 -0.2652
N -0.1570 1.0428 2.0058
N 0.4561 0.0988 -1.6434
N -0.6876 -0.2071 -1.4531
F 0.4996 -1.5890 0.4190
```

**Charge**: 0
**Total energy**: -340.17437 hartree
**HOMO-LUMO gap**: 0.391 Eh
**Multiplicity**: 1
**Lowest unoccupied orbital energy**: -0.0525 hartree
**Relative energy (zero: lowest compared OMol25 entry of this formula, charge and spin)**: 186.50 kJ/mol



Computed, not measured: a cluster of 2 separate species, C3H10OSi2 in total at a distorted geometry, with ωB97M-V with the def2-TZVPD basis set.

XYZ file:
```
16
Properties=species:S:1:pos:R:3
C -1.9148 -1.5663 -0.5002
C -1.5819 -0.9024 0.6163
C 0.0461 -2.6652 2.6488
O 0.7793 2.3939 -1.2089
Si 1.8282 3.4544 -1.9813
Si 0.2261 -1.5153 1.0806
H -2.6967 -1.1721 -1.0734
H -1.5807 -2.4961 -0.7708
H -1.8469 0.0496 0.8966
H 0.9350 -3.2621 2.6721
H -0.0484 -2.2119 3.5473
H -0.9805 -3.1923 2.4610
H 0.4741 1.6534 -1.5959
H 3.2896 3.1702 -1.6876
H 1.6334 3.2769 -3.3505
H 1.2770 4.8865 -1.5148
```

**Charge**: 0
**Total energy**: -774.39806 hartree
**HOMO-LUMO gap**: 0.276 Eh
**Multiplicity**: 1
**Lowest unoccupied orbital energy**: -0.0144 hartree
**Relative energy (zero: lowest compared OMol25 entry of this formula, charge and spin)**: 330.87 kJ/mol



Computed, not measured: an isolated molecule of C3H4N4O at a distorted geometry, with ωB97M-V with the def2-TZVPD basis set.

XYZ file:
```
12
Properties=species:S:1:pos:R:3
H -2.6447 1.4101 0.6466
N -1.8045 1.6680 0.1338
C -1.0905 0.6318 0.1245
N -1.4598 -0.7167 0.4134
C -0.4922 -1.6091 0.2754
N 0.7729 -1.3494 0.0398
C 1.1227 -0.1182 -0.2128
O 2.3754 0.1675 -0.5327
N 0.2847 0.8797 -0.1650
H -0.8914 -2.5895 0.3408
H 2.3087 1.1392 -0.5823
H 0.4305 1.9019 -0.2210
```

**Charge**: 0
**Total energy**: -410.97779 hartree
**Structure (SMILES)**: [H]/N=c1\ncnc(O)[nH]1
**HOMO-LUMO gap**: 0.342 Eh
**Multiplicity**: 1
**Lowest unoccupied orbital energy**: 0.0069 hartree
**Relative energy (zero: lowest compared OMol25 entry of this formula, charge and spin)**: 66.93 kJ/mol



Computed, not measured: a cluster of 8 separate species, C24H50Cl4O7 in total at a distorted geometry, with ωB97M-V with the def2-TZVPD basis set.

XYZ file:
```
85
Properties=species:S:1:pos:R:3
C -5.5552 -17.6975 15.3269
C -6.1208 -17.3281 16.7067
C -6.8010 -15.9724 16.4322
O -6.2809 -15.4897 15.1821
C -5.1852 -16.3287 14.8045
H -6.2307 -18.2599 14.6834
H -4.6684 -18.3176 15.4700
H -5.2757 -17.2259 17.3898
H -6.8176 -18.0449 17.1348
H -6.6585 -15.2112 17.1982
H -7.8712 -16.1454 16.2819
H -4.2715 -15.9362 15.2623
H -5.0903 -16.2872 13.7208
C 0.7507 -17.7359 15.0303
C -0.1222 -17.3962 13.8066
C -1.5494 -17.3017 14.3490
O -1.4672 -17.4098 15.7720
C -0.2780 -18.1134 16.1007
H 1.4379 -16.9509 15.3332
H 1.3501 -18.6288 14.8345
H 0.0079 -18.2069 13.0903
H 0.2454 -16.4846 13.3375
H -2.1673 -18.1300 13.9954
H -2.0466 -16.3598 14.1295
H -0.4640 -19.1945 16.1218
H 0.0029 -17.7787 17.1002
C -4.4016 -17.1797 6.9001
C -3.2588 -16.1970 6.7958
C -3.8136 -15.0838 5.8804
O -5.2300 -15.1977 5.8827
C -5.6388 -16.3108 6.6842
H -4.4272 -17.6535 7.8845
H -4.3328 -17.9878 6.1703
H -2.3339 -16.6004 6.3807
H -2.9673 -15.7726 7.7586
H -3.4163 -15.1921 4.8644
H -3.5339 -14.0812 6.2153
H -6.4535 -16.8736 6.2321
H -5.9599 -15.9107 7.6506
C -3.4183 -20.7134 6.5180
C -2.0381 -20.1186 6.8271
C -1.5087 -21.1550 7.8312
O -2.2008 -22.3916 7.5689
C -3.1351 -22.1998 6.5286
H -3.9305 -20.3730 5.6120
H -4.1081 -20.3683 7.2991
H -2.1497 -19.1242 7.2537
H -1.4056 -20.0967 5.9386
H -1.7941 -20.8873 8.8486
H -0.4397 -21.3271 7.7185
H -4.0200 -22.8012 6.7399
H -2.7307 -22.4974 5.5520
C -3.5277 -14.3744 10.2923
C -2.3417 -13.4264 10.5117
C -1.8029 -13.9064 11.8715
O -2.8379 -14.7183 12.4604
C -4.0290 -14.5401 11.7014
H -3.0629 -15.2975 9.9307
H -4.2256 -13.9999 9.5448
H -2.6446 -12.3812 10.5894
H -1.5947 -13.5135 9.7247
H -1.5922 -13.0776 12.5487
H -0.9253 -14.5458 11.7708
H -4.5288 -13.6216 12.0501
H -4.7128 -15.3595 11.9100
Cl -3.3302 -22.2511 14.6787
C -3.0464 -20.9089 15.7676
Cl -4.3819 -20.7127 16.9187
H -2.1339 -21.0569 16.3289
H -3.0032 -20.0090 15.1648
Cl -2.3220 -18.4245 10.3409
C -3.8695 -18.3723 11.2070
Cl -3.9234 -19.4538 12.5888
H -4.1479 -17.3499 11.4305
H -4.6032 -18.7240 10.4895
O -8.5427 -17.4104 11.7303
C -7.9211 -16.1279 11.7396
C -7.3065 -15.9244 10.3719
O -6.4683 -17.0209 10.0219
H -9.2176 -17.4411 12.4122
H -8.6186 -15.3156 11.9694
H -7.1548 -16.0780 12.5260
H -6.6885 -15.0238 10.3945
H -8.0885 -15.7501 9.6244
H -7.0082 -17.7869 10.2544
```

**Charge**: 0
**Total energy**: -3311.79115 hartree
**Structure (SMILES)**: C1CCOC1.C1CCOC1.C1CCOC1.C1CCOC1.C1CCOC1.ClCCl.ClCCl.OCCO
**HOMO-LUMO gap**: 0.364 Eh
**Multiplicity**: 1
**Lowest unoccupied orbital energy**: 0.0172 hartree



Computed, not measured: a structure of composition C42H34CaF9N11OPS at a distorted geometry, with ωB97M-V with the def2-TZVPD basis set.

XYZ file:
```
100
Properties=species:S:1:pos:R:3
Ca 0.7030 1.3131 0.4056
N -1.2179 4.3558 3.3138
C -0.3783 3.3233 3.1322
N -0.1696 3.1557 1.8485
C -0.9190 4.1274 1.2591
N -1.5634 4.8684 2.1392
C -0.9970 4.3171 -0.1778
C -1.7178 5.3802 -0.7454
N -1.8286 5.5174 -2.0496
C -1.1960 4.6459 -2.8201
C -0.4344 3.6225 -2.2648
N -0.3566 3.4400 -0.9547
H -1.5912 4.7421 4.1697
H 0.0403 2.7364 3.9257
H -2.2130 6.1209 -0.1342
H -1.3081 4.7751 -3.8877
H 0.1198 2.9322 -2.8823
S 2.6821 0.3471 1.8691
C 1.5846 -0.0091 3.1828
N 2.0115 -0.1876 4.4221
N 3.2792 -0.0757 4.6608
C 3.8531 -0.2397 5.9056
C 3.1176 -0.7381 6.9843
C 3.7343 -0.9249 8.2048
C 5.0730 -0.6017 8.3715
C 5.7988 -0.0788 7.3114
C 5.1993 0.0958 6.0798
N 0.2653 -0.1499 3.0832
N -0.3463 0.1072 1.9835
C -1.7002 -0.1679 2.0087
C -2.5416 0.5355 1.1452
C -3.9009 0.2930 1.1415
C -4.4389 -0.6650 1.9878
C -3.6084 -1.3766 2.8418
C -2.2511 -1.1323 2.8629
H 3.8830 0.1638 3.8569
H 2.0745 -0.9704 6.8442
H 3.1699 -1.3392 9.0271
H 5.5495 -0.7586 9.3256
H 6.8382 0.1823 7.4432
H 5.7596 0.5108 5.2556
H -2.1058 1.3068 0.5226
H -4.5431 0.8623 0.4862
H -5.5011 -0.8532 1.9824
H -4.0267 -2.1236 3.4981
H -1.5983 -1.6722 3.5318
F -6.8077 -0.2284 -4.1838
C -5.8578 0.6621 -4.5084
F -5.7206 0.6115 -5.8414
F -6.3482 1.8718 -4.2171
C -4.5670 0.3664 -3.7901
C -3.9974 1.3142 -2.9546
C -2.8249 1.0070 -2.2883
C -2.2211 -0.2343 -2.4470
C -2.7958 -1.1738 -3.3008
C -3.9705 -0.8779 -3.9655
P -0.6548 -0.5686 -1.5446
C -1.0254 -2.1590 -0.7274
C -2.3255 -2.5334 -0.3994
C -2.5556 -3.6506 0.3812
C -1.4828 -4.4031 0.8397
C -0.1800 -4.0497 0.5113
C 0.0426 -2.9216 -0.2540
C -1.7479 -5.6292 1.6731
F -2.7573 -5.4470 2.5364
F -0.6841 -6.0057 2.3914
F -2.0825 -6.6819 0.9080
C 0.3594 -1.0514 -3.0016
C 0.6152 -2.3509 -3.4240
C 1.4449 -2.5820 -4.5097
C 2.0314 -1.5126 -5.1739
C 1.7587 -0.2072 -4.7816
C 0.9160 0.0111 -3.7119
C 3.0019 -1.7545 -6.3008
F 2.8199 -2.9302 -6.9064
F 2.9417 -0.8043 -7.2423
F 4.2745 -1.7500 -5.8465
H -4.4692 2.2765 -2.8281
H -2.3727 1.7374 -1.6321
H -2.3279 -2.1379 -3.4386
H -4.4320 -1.6023 -4.6187
H -3.1630 -1.9451 -0.7426
H -3.5632 -3.9311 0.6457
H 0.6468 -4.6470 0.8643
H 1.0590 -2.6292 -0.4885
H 0.1753 -3.1926 -2.9092
H 1.6340 -3.5913 -4.8448
H 2.1960 0.6216 -5.3170
H 0.6821 1.0186 -3.4051
C 4.2336 2.8519 -2.0983
N 4.2340 1.4073 -2.0544
C 3.2160 0.7053 -1.5233
N 3.3892 -0.6386 -1.4454
O 2.1411 1.2292 -1.2121
H 4.6843 3.2014 -3.0261
H 4.7949 3.2613 -1.2530
H 3.2016 3.1985 -2.0463
H 5.1103 0.9451 -2.2428
H 4.3029 -1.0470 -1.5546
H 2.7445 -1.1380 -0.8512
```

**Charge**: +1
**Total energy**: -4614.43699 hartree
**HOMO-LUMO gap**: 0.228 Eh
**Multiplicity**: 1
**Lowest unoccupied orbital energy**: -0.1207 hartree
**Relative energy (zero: lowest compared OMol25 entry of this formula, charge and spin)**: 0.00 kJ/mol



Computed, not measured: a cluster of 2 separate species, C5H6NO2 in total at a distorted geometry, with ωB97M-V with the def2-TZVPD basis set.

XYZ file:
```
14
Properties=species:S:1:pos:R:3
C -2.4934 1.7517 -0.6329
C 0.3976 1.5036 2.6494
C 0.0141 -0.7274 -0.3860
C 1.3238 -1.1601 -0.4350
C -0.2888 0.6194 -0.2596
N -1.5207 1.2112 -0.3509
O 0.1214 2.5055 2.1657
O 0.8302 0.5458 3.0372
H -3.4216 2.3144 -0.6149
H 1.8001 -2.1477 -1.1456
H -0.7033 -1.3309 -0.8734
H 1.4396 -1.7512 0.4110
H 1.9662 -0.2644 -0.2133
H 0.4459 1.3534 0.0911
```

**Charge**: +1
**Total energy**: -398.99159 hartree
**HOMO-LUMO gap**: 0.336 Eh
**Multiplicity**: 1
**Lowest unoccupied orbital energy**: -0.1957 hartree
**Relative energy (zero: lowest compared OMol25 entry of this formula, charge and spin)**: 157.29 kJ/mol



Computed, not measured: an isolated molecule of C4H8O at a distorted geometry, with ωB97M-V with the def2-TZVPD basis set.

XYZ file:
```
13
Properties=species:S:1:pos:R:3
C 1.0698 0.2700 -1.7183
C -0.2790 0.4137 -0.9679
C -0.3600 -0.1600 0.3559
O -0.7912 -1.3939 0.6329
C -0.0780 0.7430 1.5635
H 1.1440 0.8265 -2.6443
H 1.2937 0.9829 -0.8507
H 1.6441 -0.6301 -1.5381
H -1.1793 0.2478 -1.5843
H 0.5697 -0.8774 0.3925
H -0.9388 1.3469 1.8734
H 0.8126 1.3653 1.4350
H 0.1646 0.0268 2.3468
```

**Charge**: 0
**Total energy**: -232.19610 hartree
**HOMO-LUMO gap**: 0.243 Eh
**Multiplicity**: 1
**Lowest unoccupied orbital energy**: -0.0417 hartree
**Relative energy (zero: lowest compared OMol25 entry of this formula, charge and spin)**: 655.16 kJ/mol



Computed, not measured: an isolated molecule of C7H11FSi at a distorted geometry, with ωB97M-V with the def2-TZVPD basis set.

XYZ file:
```
20
Properties=species:S:1:pos:R:3
C 0.2009 -0.4667 2.5577
Si 0.1672 -0.9762 0.8477
C -1.2780 -1.9640 0.2954
F 1.4091 -1.9238 0.5317
C 0.9107 0.7923 -0.3069
C -0.1634 1.7583 -0.3975
C -0.5080 1.9988 -1.6922
C 0.3199 1.1493 -2.5680
C 1.1637 0.4308 -1.7666
H 1.3049 -0.5512 2.8933
H -0.0547 0.6496 2.7414
H -0.3043 -1.1101 3.2387
H -2.1304 -1.2526 0.4080
H -1.1458 -2.4501 -0.7090
H -1.4937 -2.7915 0.9021
H 1.6798 1.1784 0.4118
H -0.7047 2.1647 0.4077
H -1.4121 2.6230 -2.1051
H 0.0271 0.9712 -3.5980
H 2.0117 -0.2303 -2.0923
```

**Charge**: 0
**Total energy**: -662.69348 hartree
**Structure (SMILES)**: C[Si](C)(F)C1C=CC=C1
**HOMO-LUMO gap**: 0.329 Eh
**Multiplicity**: 1
**Lowest unoccupied orbital energy**: 0.0285 hartree
**Relative energy (zero: lowest compared OMol25 entry of this formula, charge and spin)**: 0.00 kJ/mol



Computed, not measured: an isolated molecule of C4H5NO, with ωB97M-V with the def2-TZVPD basis set.

XYZ file:
```
11
Properties=species:S:1:pos:R:3
C 1.3401 0.8627 0.1016
C 0.5932 -0.3547 0.5770
C -2.3305 0.1230 -0.2896
O -1.6659 -0.9503 -0.7073
C -0.3948 -0.9886 -0.2130
N 0.6346 -1.6802 -0.2849
H 2.3798 0.8481 0.4410
H 1.3258 0.9274 -0.9914
H 0.8574 1.7620 0.5008
H 0.5718 -0.5209 1.6542
H -3.3115 -0.0284 -0.7884
```

**Charge**: 0
**Total energy**: -285.22014 hartree
**HOMO-LUMO gap**: 0.348 Eh
**Multiplicity**: 1
**Lowest unoccupied orbital energy**: -0.0094 hartree
**Relative energy (zero: lowest compared OMol25 entry of this formula, charge and spin)**: 510.53 kJ/mol



Computed, not measured: the ion C16H19BrNO3S with charge +1 at a distorted geometry, with ωB97M-V with the def2-TZVPD basis set.

XYZ file:
```
41
Properties=species:S:1:pos:R:3
O 2.6717 -1.9028 2.9977
C 1.8861 -1.6764 2.1142
C 2.2633 -0.5193 1.1127
C 1.2296 -0.3142 -0.0609
S -0.4748 0.2528 0.3798
C -0.0473 2.0007 0.3702
C -0.9079 3.0103 1.1514
C -2.3484 3.1680 0.3397
C -2.1840 3.7546 -1.2070
O -2.5258 2.2517 -0.7571
N 1.0411 2.1798 -0.3320
C 1.6138 0.9363 -0.9391
Br 3.5682 1.3650 -1.1174
C 1.1330 1.0077 -2.4631
C 0.2171 -0.1816 -2.9401
O -0.0505 0.0721 -4.3428
C 0.5750 -2.4894 1.9193
C -0.5122 -2.2304 2.8579
C -1.7532 -2.9567 2.6491
C -1.8443 -3.8867 1.5147
C -0.7445 -4.1420 0.6072
C 0.5096 -3.4157 0.8048
H 2.3237 0.4456 1.6793
H 3.3008 -0.7491 0.7437
H 1.3287 -1.2326 -0.6914
H -0.4856 4.0406 1.1990
H -1.2170 2.5951 2.1431
H -3.2561 3.5217 0.9448
H -1.1186 4.0957 -0.8818
H -1.7759 3.2621 -2.1224
H 1.4150 3.1333 -0.3946
H 0.5380 1.9488 -2.6148
H 2.0010 1.0933 -3.1673
H -0.7774 -0.0899 -2.4192
H 0.6738 -1.1954 -2.8295
H -1.0110 -0.0179 -4.4423
H -0.4282 -1.5043 3.7001
H -2.6534 -2.8321 3.2889
H -2.7939 -4.4424 1.3155
H -0.7899 -4.8303 -0.2655
H 1.4103 -3.5260 0.1556
```

**Charge**: +1
**Total energy**: -3873.22335 hartree
**HOMO-LUMO gap**: 0.277 Eh
**Multiplicity**: 1
**Lowest unoccupied orbital energy**: -0.1691 hartree
**Relative energy (zero: lowest compared OMol25 entry of this formula, charge and spin)**: 208.57 kJ/mol